Record 1
{"formula": "C7H7N2O2", "method": "ωB97M-V/def2-TZVPD", "charge": -1, "lumo_ev": 2.803, "gap_ev": 6.447, "mol_weight_g_mol": 151.1, "e_homo_ev": -3.64, "e_above_lowest_kcal_mol": 12.0, "symbols": ["C", "C", "N", "C", "C", "C", "C", "O", "O", "C", "N", "H", "H", "H", "H", "H", "H", "H"], "coordinates": [[-1.63945, -1.18723, -2.53936], [-0.83719, -0.31593, -1.64893], [-0.69737, -0.49129, -0.36598], [0.16492, 0.51808, 0.06104], [0.70383, 0.68497, 1.41288], [0.50602, -0.22158, 2.44921], [1.18860, -0.14195, 3.70541], [0.84313, -1.00786, 4.54834], [2.02976, 0.78943, 3.93691], [0.59853, 1.28587, -0.98463], [-0.08793, 0.78551, -2.06785], [-2.39943, -1.69153, -1.94694], [-0.98583, -1.92118, -2.97066], [-2.07269, -0.62185, -3.37670], [1.40317, 1.52977, 1.55895], [-0.13753, -1.06665, 2.25866], [1.31495, 2.05852, -0.99171], [0.10452, 1.01489, -3.03865]], "nbo_charge": [-0.65, 0.34, -0.46, 0.08, -0.23, -0.22, 0.67, -0.76, -0.79, -0.13, -0.54, 0.24, 0.22, 0.21, 0.22, 0.20, 0.21, 0.40]}

---

Record 2
{"formula": "C7H7N2O4P", "method": "ωB97M-V/def2-TZVPD", "charge": -2, "lumo_ev": [5.574, 5.578], "gap_ev": [6.383, 6.080], "mol_weight_g_mol": 214.1, "e_homo_ev": [-0.81, -0.50], "e_above_lowest_kcal_mol": 85.3, "symbols": ["C", "C", "C", "C", "C", "C", "C", "N", "N", "O", "O", "O", "O", "P", "H", "H", "H", "H", "H", "H", "H"], "coordinates": [[0.94851, 1.07056, 1.31884], [1.63907, -0.08142, 1.69689], [0.01238, 1.03687, 0.24810], [1.48890, -1.24830, 0.98941], [-0.20428, -0.10174, -0.45465], [0.63862, -1.21497, -0.14164], [-1.29179, -0.28979, -1.47902], [0.34323, -2.38984, -0.72930], [0.75715, -3.02950, -1.60290], [1.59419, -0.91663, -2.77142], [2.00779, -3.05320, -3.98108], [-0.32635, -4.74428, -1.46255], [3.15207, -2.72731, -1.67543], [2.08416, -2.33177, -2.68625], [1.15932, 2.01510, 1.99374], [2.25270, 0.00590, 2.62784], [-0.59726, 1.93795, 0.11400], [2.13258, -2.13797, 1.33198], [-1.86004, 0.64300, -1.54073], [-0.63086, -0.72415, -2.31019], [-2.04273, -1.18903, -1.19036]], "nbo_charge": [-0.27, -0.23, -0.22, -0.24, -0.02, 0.17, -0.68, -0.12, 0.00, -1.21, -1.19, -0.71, -1.19, 2.41, 0.18, 0.19, 0.18, 0.24, 0.19, 0.31, 0.21]}

---

Record 3
{"formula": "C7H7N2S", "method": "ωB97M-V/def2-TZVPD", "charge": 1, "lumo_ev": [-4.416, -4.415], "gap_ev": [7.616, 7.617], "mol_weight_g_mol": 151.2, "e_homo_ev": [-12.03, -12.03], "e_above_lowest_kcal_mol": 38.1, "symbols": ["C", "C", "C", "N", "C", "C", "S", "C", "C", "N", "H", "H", "H", "H", "H", "H", "H"], "coordinates": [[1.15236, 0.90390, -2.01220], [0.40826, 0.87364, -0.87620], [0.25395, -0.35359, -0.11091], [0.59523, -1.63801, -0.17272], [0.02395, -2.34980, 0.88305], [-0.82399, -1.53330, 1.62176], [-1.81415, -1.53155, 3.01378], [-2.01976, 0.19719, 2.83918], [-1.47371, 0.69921, 1.72499], [-0.73809, -0.30411, 1.12031], [1.21421, 1.69544, -2.74079], [1.84871, 0.13154, -2.42711], [-0.23627, 1.64955, -0.73362], [1.09942, -1.83631, -1.01865], [0.16494, -3.35849, 0.80063], [-2.54357, 0.75200, 3.50452], [-1.56588, 1.75612, 1.49926]], "nbo_charge": [-0.27, -0.30, 0.41, -0.43, -0.09, -0.03, 0.51, -0.34, -0.06, -0.30, 0.23, 0.20, 0.24, 0.46, 0.25, 0.25, 0.27]}

---

Record 4
{"formula": "C7H7N3O", "method": "ωB97M-V/def2-TZVPD", "charge": 0, "lumo_ev": 0.015, "gap_ev": 9.039, "mol_weight_g_mol": 149.2, "e_homo_ev": -9.02, "e_above_lowest_kcal_mol": 140.0, "symbols": ["C", "C", "C", "C", "C", "C", "C", "N", "N", "N", "O", "H", "H", "H", "H", "H", "H", "H"], "coordinates": [[-1.87808, 1.75513, -0.62933], [-2.37964, 0.55860, -0.30210], [0.90487, -0.18148, 0.34343], [1.24841, 0.91816, 0.69825], [0.45825, -1.47654, -0.07359], [1.64848, 2.23809, 1.10638], [1.10439, -1.95701, -1.34567], [-1.42348, 2.76185, -0.97426], [-2.63889, -0.44424, 0.26074], [-3.15870, -1.42112, 0.72529], [-0.37296, -2.11188, 0.53965], [0.78423, 2.90232, 1.07399], [2.03718, 2.21019, 2.12453], [2.41580, 2.62424, 0.43574], [0.92478, -1.22713, -2.13560], [0.70050, -2.92469, -1.63264], [2.18122, -2.03503, -1.20234], [-2.55637, -2.18945, 0.98753]], "nbo_charge": [0.19, 0.05, -0.20, 0.15, 0.54, -0.71, -0.70, -0.29, 0.11, -0.46, -0.55, 0.26, 0.25, 0.24, 0.24, 0.23, 0.24, 0.39]}

---

Record 5
{"formula": "C7H7N3O", "method": "ωB97M-V/def2-TZVPD", "charge": 0, "lumo_ev": 0.703, "gap_ev": 10.156, "mol_weight_g_mol": 149.2, "e_homo_ev": -9.45, "e_above_lowest_kcal_mol": 69.5, "symbols": ["N", "C", "C", "C", "O", "C", "C", "C", "C", "N", "N", "H", "H", "H", "H", "H", "H", "H"], "coordinates": [[3.27263, -1.38608, 0.57136], [2.35145, -0.92997, 0.06079], [1.23154, -0.38559, -0.75426], [1.25505, 1.15497, -0.87448], [0.81868, 1.88250, 0.26082], [-0.38824, 1.44267, 0.97233], [-0.92467, 0.14903, 0.41727], [-2.09081, -0.56948, 0.74666], [-1.89980, -1.75892, 0.03527], [-0.73541, -1.75177, -0.63524], [-0.13907, -0.64545, -0.31056], [1.19307, -1.02675, -1.63311], [2.24634, 1.49063, -0.99261], [0.75680, 1.45790, -1.88188], [-1.15109, 2.20489, 0.78748], [-0.22200, 1.35138, 2.01829], [-2.90174, -0.23401, 1.34750], [-2.67273, -2.44596, -0.13563]], "nbo_charge": [-0.28, 0.26, -0.17, -0.06, -0.51, -0.09, 0.12, -0.33, -0.04, -0.28, -0.14, 0.28, 0.21, 0.18, 0.20, 0.21, 0.23, 0.21]}

---

Record 6
{"formula": "C7H7NO", "method": "ωB97M-V/def2-TZVPD", "charge": 0, "lumo_ev": 0.550, "gap_ev": 10.611, "mol_weight_g_mol": 121.1, "e_homo_ev": -10.06, "e_above_lowest_kcal_mol": 80.3, "symbols": ["N", "C", "C", "C", "C", "C", "O", "C", "C", "H", "H", "H", "H", "H", "H", "H"], "coordinates": [[3.45452, -0.21144, -0.11675], [2.31798, -0.04815, -0.14273], [0.89500, 0.05186, 0.00174], [0.34836, 1.27242, 0.13188], [-1.17303, 1.56524, 0.11140], [-1.52242, 0.20240, -0.42400], [-2.51143, -0.79390, -0.30258], [-1.27102, -0.87830, 0.48104], [0.22684, -1.24730, 0.15787], [1.03587, 2.12352, 0.24751], [-1.57317, 1.76284, 1.15302], [-1.25958, 2.51972, -0.45427], [-1.07368, 0.11318, -1.43840], [-1.39984, -0.59825, 1.61064], [0.84984, -1.71167, 0.92886], [0.40018, -1.88706, -0.71260]], "nbo_charge": [-0.30, 0.27, -0.15, -0.10, -0.46, 0.05, -0.44, 0.03, -0.45, 0.23, 0.23, 0.23, 0.17, 0.19, 0.24, 0.24]}

---

Record 7
{"formula": "C7H7NO2", "method": "ωB97M-V/def2-TZVPD", "charge": 0, "lumo_ev": -0.096, "gap_ev": 9.878, "mol_weight_g_mol": 137.1, "e_homo_ev": -9.97, "e_above_lowest_kcal_mol": 111.8, "symbols": ["C", "C", "C", "C", "C", "C", "C", "H", "H", "H", "H", "H", "H", "H", "N", "O", "O"], "coordinates": [[-0.13469, 2.04291, -0.08748], [0.44554, 0.64377, -0.03144], [1.78319, 0.44932, -0.02436], [2.31091, -0.80352, -0.03723], [0.16417, -1.76046, 0.00468], [-0.47109, -0.59836, -0.02152], [-1.87012, -0.39840, -0.09393], [-0.75651, 2.29278, -0.69967], [-0.86218, 2.11892, 0.91876], [0.80249, 3.03912, 0.02716], [2.30174, 1.34035, 0.00463], [3.47555, -1.07905, 0.10118], [-0.31117, -2.46521, 0.09081], [-3.48964, -1.60494, 0.01898], [1.57064, -1.97102, -0.10551], [-2.40646, -1.76852, -0.02058], [-2.55239, 0.52230, -0.04447]], "nbo_charge": [-0.55, 0.12, -0.33, 0.09, 0.15, -0.25, 0.79, 0.18, 0.24, 0.19, 0.23, 0.21, 0.15, 0.49, -0.42, -0.75, -0.54]}

---

Record 8
{"formula": "C7H7NOS", "method": "ωB97M-V/def2-TZVPD", "charge": 0, "lumo_ev": 0.658, "gap_ev": 7.358, "mol_weight_g_mol": 153.2, "e_homo_ev": -6.70, "e_above_lowest_kcal_mol": 94.9, "symbols": ["O", "C", "C", "N", "C", "C", "S", "H", "H", "H", "C", "C", "C", "H", "H", "H", "H"], "coordinates": [[0.43716, -2.67125, 0.25365], [0.96691, -1.61979, 0.18203], [1.39991, -0.39025, 0.00157], [0.70079, 0.67189, 0.55901], [1.41888, 1.82836, 0.46455], [2.54902, 1.81237, -0.26423], [3.02892, 0.07541, -0.49929], [-0.35478, 0.70649, 0.46805], [0.90085, 2.71252, 0.75927], [3.35842, 2.41968, -0.55149], [-2.11027, -0.45663, 1.42612], [-2.15249, -0.55661, 0.22921], [-2.12860, -0.99326, -1.16629], [-1.85922, -0.27011, 2.35230], [-1.35599, -0.35996, -1.51408], [-1.68320, -2.01608, -1.13661], [-3.11632, -0.89278, -1.56378]], "nbo_charge": [-0.46, 0.63, -0.30, -0.60, 0.00, -0.42, 0.26, 0.44, 0.21, 0.24, -0.25, 0.01, -0.70, 0.21, 0.24, 0.26, 0.25]}

---

Record 9
{"formula": "C7H7NOS", "method": "ωB97M-V/def2-TZVPD", "charge": 0, "lumo_ev": [0.247, -1.911], "multiplicity": 3, "gap_ev": [6.778, 7.714], "mol_weight_g_mol": 153.2, "e_homo_ev": [-6.53, -9.63], "e_above_lowest_kcal_mol": 16.8, "symbols": ["C", "C", "C", "C", "C", "C", "C", "N", "O", "S", "H", "H", "H", "H", "H", "H", "H"], "coordinates": [[-2.02341, 0.48515, 0.85042], [1.39783, -0.51416, -0.16457], [-1.86547, 0.36965, 2.24643], [0.23920, -0.39917, 2.10280], [0.30031, -0.23381, 0.70989], [-0.85563, 0.33175, 0.08889], [1.45048, 0.14384, -1.37830], [-0.74841, 0.02646, 2.81891], [-0.54563, 1.96385, -2.09856], [-0.48340, 0.55517, -1.76343], [-2.97368, 0.69030, 0.43423], [2.02089, -1.27318, 0.11692], [-2.63046, 0.68149, 2.94406], [0.99416, -1.08439, 2.59510], [1.55451, 1.29688, -1.46853], [2.19268, -0.36354, -2.16092], [-1.97686, 0.34038, -1.95201]], "nbo_charge": [-0.25, -0.15, 0.03, 0.07, -0.15, -0.17, -0.61, -0.40, -0.95, 1.27, 0.23, 0.21, 0.20, 0.19, 0.25, 0.25, -0.02]}

---

Record 10
{"formula": "C7H7O4S2", "method": "ωB97M-V/def2-TZVPD", "charge": -1, "lumo_ev": 3.210, "gap_ev": 6.761, "mol_weight_g_mol": 219.3, "e_homo_ev": -3.55, "e_above_lowest_kcal_mol": 0.0, "symbols": ["C", "C", "C", "C", "C", "S", "O", "S", "O", "O", "C", "O", "C", "H", "H", "H", "H", "H", "H", "H"], "coordinates": [[-1.91265, -2.05725, 0.80210], [-1.14961, -0.85163, 0.35585], [-1.28033, 0.37728, 0.88351], [-0.41712, 1.44003, 0.45888], [0.30855, 1.34043, -0.67990], [1.62405, 2.44703, -1.10000], [1.55301, 3.60840, -0.16364], [3.12490, 1.10316, 0.26242], [3.99852, 0.46514, -0.72517], [2.24973, 0.12616, 0.93879], [0.07311, 0.17785, -1.54462], [-0.00973, 0.19728, -2.75569], [-0.11144, -1.05782, -0.70495], [-2.65787, -1.79673, 1.55058], [-2.41498, -2.52670, -0.04641], [-1.23204, -2.79667, 1.22996], [-1.98746, 0.56591, 1.68043], [-0.32565, 2.33385, 1.05844], [-0.29171, -1.93889, -1.31888], [0.85871, -1.15682, -0.18171]], "nbo_charge": [-0.63, 0.07, -0.26, -0.19, -0.36, 0.89, -1.02, 1.46, -0.99, -0.99, 0.58, -0.55, -0.58, 0.21, 0.21, 0.21, 0.20, 0.23, 0.22, 0.30]}

---

Record 11
{"formula": "C7H7PS", "method": "ωB97M-V/def2-TZVPD", "charge": 0, "lumo_ev": -0.579, "gap_ev": 7.877, "mol_weight_g_mol": 154.2, "e_homo_ev": -8.46, "e_above_lowest_kcal_mol": 69.3, "symbols": ["C", "C", "C", "C", "C", "C", "C", "P", "S", "H", "H", "H", "H", "H", "H", "H"], "coordinates": [[0.33865, -0.46838, 2.29358], [1.04141, -1.03296, 1.26946], [-0.95797, 0.09782, 2.07710], [0.54289, -1.00077, -0.03951], [-1.20158, 0.42383, 0.75399], [-0.55878, -0.22214, -0.23610], [-1.41067, 0.43483, -2.11273], [-0.27599, 0.51914, -3.45405], [-3.03091, 0.62653, -2.25434], [0.72084, -0.58860, 3.29564], [1.98655, -1.52264, 1.65434], [-1.57096, 0.50999, 2.79303], [1.07277, -1.53641, -0.88052], [-2.13887, 1.07336, 0.40235], [0.60130, 1.52930, -3.00795], [-1.02805, 1.30930, -4.37725]], "nbo_charge": [-0.21, -0.22, -0.19, -0.27, -0.27, 0.07, -0.48, 0.36, 0.09, 0.21, 0.23, 0.21, 0.23, 0.23, 0.01, 0.00]}

---

Record 12
{"formula": "C7H8", "method": "ωB97M-V/def2-TZVPD", "charge": 0, "lumo_ev": [-0.649, -0.649], "gap_ev": [7.914, 7.913], "mol_weight_g_mol": 92.1, "e_homo_ev": [-8.56, -8.56], "e_above_lowest_kcal_mol": 142.4, "symbols": ["C", "C", "C", "C", "C", "C", "C", "H", "H", "H", "H", "H", "H", "H", "H"], "coordinates": [[-1.89544, 2.03991, -1.79512], [-0.93526, 1.59341, -1.20824], [0.31432, 1.12154, -1.15400], [0.92439, 0.32415, -0.22595], [0.10432, -0.70514, 0.48380], [-1.26490, -0.87884, 0.46886], [1.06539, -1.38311, 1.44548], [-1.77563, 3.02960, -1.91142], [0.83789, 1.68636, -1.96766], [2.02615, 0.50215, 0.02214], [-2.06577, -0.54883, -0.08871], [-1.41982, -1.84859, 0.99816], [2.07773, -0.94502, 1.35892], [1.28662, -2.47661, 1.12714], [0.72000, -1.51098, 2.44660]], "nbo_charge": [-0.28, 0.02, -0.31, -0.14, -0.05, -0.37, -0.64, 0.22, 0.24, 0.22, 0.22, 0.19, 0.21, 0.22, 0.23]}

---

Number 1: DFT total energy -530.97965 Eh. Number 2: DFT total energy -1022.63332 Eh. Number 3: DFT total energy -778.31516 Eh. Number 4: DFT total energy -510.26120 Eh. Number 5: DFT total energy -510.37346 Eh. Number 6: DFT total energy -400.78288 Eh. Number 7: DFT total energy -476.00477 Eh. Number 8: DFT total energy -798.93632 Eh. Number 9: DFT total energy -798.88000 Eh. Number 10: DFT total energy -1368.29974 Eh. Number 11: DFT total energy -1010.32319 Eh. Number 12: DFT total energy -271.30447 Eh.